No. 1
Here is a single C2H3NO2S molecule from the Open Molecules 2025 dataset. Energies are from ωB97M-V with the def2-TZVPD basis set.

Structure (XYZ):
```
9
Properties=species:S:1:pos:R:3:lowdin_charge:R:1
S 1.600 1.294 -0.205 0.9702
O 1.393 -0.506 -0.299 -0.3895
O 0.155 -2.159 0.544 0.0263
N 0.087 -1.089 -0.045 -0.3949
C -0.921 -0.373 -0.402 0.0223
C 0.528 2.009 0.695 -0.3544
H -1.825 -0.887 -0.166 0.0992
H -0.754 0.330 -1.165 0.0706
H -0.264 1.381 1.044 -0.0499
```

Values from the calculation:
- energy above the lowest of the compared OMol25 structures with the same formula, charge and spin (eV) = 7.483
- E_HOMO (eV) = -9.6
- Kohn-Sham gap (eV) = 8.84
- DFT total energy (hartree) = -681.1843
- LUMO (eV) = -0.80

***

No. 2
Here is 10 unconnected molecules or ions with the total composition C25H36N6O11 from the Open Molecules 2025 dataset. Energies are from ωB97M-V with the def2-TZVPD basis set.

Structure (XYZ):
```
78
Properties=species:S:1:pos:R:3:lowdin_charge:R:1
O -3.597 1.875 2.242 0.0276
O 2.329 -0.032 -1.179 0.1268
O -1.811 2.094 -0.425 0.1093
O -0.594 3.302 1.157 -0.0151
O -2.670 1.260 4.114 0.0461
O -0.808 -2.101 -5.750 0.0373
O -2.236 0.041 2.270 0.1771
O 2.387 2.164 -1.251 0.0802
O -1.081 -0.654 -7.424 0.0975
O -2.288 4.228 0.070 0.0623
O 0.924 1.106 -2.532 0.0311
N -0.910 -3.853 -0.927 0.1655
N 2.294 -5.713 4.041 0.1295
N 1.613 -2.467 1.285 0.1826
N 5.419 -0.703 3.842 0.1068
N 0.728 2.365 3.833 0.1482
N -2.004 1.092 -4.027 0.1650
C 4.562 -1.487 3.910 -0.2645
C 1.259 -5.344 3.663 -0.2763
C 0.175 -4.102 -1.197 -0.2922
C -0.733 4.542 1.867 -0.1031
C 0.702 2.484 -2.864 -0.0916
C 3.437 -2.506 4.035 -0.0832
C -0.026 -4.925 3.128 -0.0797
C -1.733 5.319 0.919 -0.0327
C -2.773 0.936 2.810 -0.5438
C -0.430 -1.018 -6.457 -0.4998
C 1.443 1.663 3.288 -0.2585
C -1.598 3.124 0.222 -0.5611
C -2.677 -0.615 -2.132 -0.0362
C -0.195 -0.974 0.263 -0.0872
C 1.493 3.183 -1.753 -0.0662
C 1.909 1.001 -1.631 -0.6171
C 0.791 -1.808 0.787 -0.2871
C 0.058 -2.256 -4.618 -0.1561
C 0.741 -0.347 -5.901 -0.0719
C -4.010 2.891 3.092 -0.1148
C 1.290 -1.426 -4.918 -0.1215
C 2.400 0.764 2.656 -0.0459
C -3.617 2.281 4.492 -0.0651
C -2.256 0.370 -3.185 -0.2398
C 1.550 -4.354 -1.481 -0.0641
H -0.647 -4.417 3.860 0.0782
H -0.497 -1.855 -3.772 0.0968
H 2.063 4.056 -2.019 0.1274
H 0.260 4.996 1.982 0.1332
H 1.100 2.710 -3.836 0.1233
H 1.474 -0.089 -6.649 0.1239
H -5.096 3.016 3.013 0.1345
H 2.024 -0.286 2.689 0.0678
H -1.174 4.264 2.831 0.1065
H -1.932 -1.374 -1.916 0.0335
H 2.606 1.129 1.651 0.0820
H 3.294 0.813 3.254 0.0555
H -2.875 -0.089 -1.210 0.0602
H -0.396 2.511 -2.800 0.1043
H -3.116 2.962 5.173 0.1257
H 3.775 -3.451 4.459 0.0563
H -1.206 -1.251 0.601 0.0891
H 2.148 -3.495 -1.252 0.0682
H 0.540 0.591 -5.391 0.1069
H -4.491 1.824 4.986 0.1315
H -3.617 -1.037 -2.502 0.0910
H 0.063 -4.375 2.184 0.0466
H 1.731 -0.959 -4.057 0.0897
H 2.051 -2.010 -5.469 0.1244
H -0.152 -1.051 -0.819 0.0638
H -0.038 0.077 0.491 0.0867
H -2.580 5.776 1.394 0.1130
H -1.181 6.001 0.232 0.1369
H -3.491 3.781 2.745 0.1050
H 0.229 -3.319 -4.379 0.1224
H 2.001 -5.171 -0.924 0.0940
H -0.656 -5.831 2.914 0.0993
H 1.706 -4.535 -2.538 0.0786
H 3.097 -2.714 2.995 0.0310
H 2.669 -1.987 4.602 0.0723
H 0.860 3.388 -0.857 0.1220
```

Values from the calculation:
- SMILES = O=C1CCCO1.O=C1OCCO1.O=C1OCCO1.O=C1OCCO1.CC#N.CC#N.CC#N.CC#N.CC#N.CC#N
- energy above the lowest of the compared OMol25 structures with the same formula, charge and spin (eV) = 0.000
- E_HOMO (eV) = -9.8
- Kohn-Sham gap (eV) = 9.87
- DFT total energy (hartree) = -2130.3649
- LUMO (eV) = 0.07

***

No. 3
Here is a molecular structure, CrH46O23 from the Open Molecules 2025 dataset. Energies are from ωB97M-V with the def2-TZVPD basis set.

Structure (XYZ):
```
70
Properties=species:S:1:pos:R:3:lowdin_charge:R:1
Cr -0.170 -0.238 -0.493 1.2049
O 1.186 -1.138 0.777 -0.0785
O 1.835 1.553 -3.778 -0.0249
O -2.345 2.976 -2.023 -0.0139
O -1.618 1.188 -0.073 -0.0631
O -3.032 2.397 1.754 0.0032
O 2.047 -3.296 -0.228 0.0066
O 2.144 -0.781 3.339 -0.0129
O 2.578 -1.218 -4.341 -0.0268
O 1.058 1.449 -0.154 -0.0437
O -0.019 4.006 -0.230 -0.0254
O -3.835 -1.003 2.212 -0.0104
O -0.621 -3.266 2.407 -0.0030
O -0.137 0.719 2.377 -0.0316
O -2.798 -1.040 -1.566 -0.0406
O -2.621 -3.669 -2.317 -0.0105
O 1.857 -0.632 -1.624 -0.0694
O -0.440 0.563 -2.349 -0.0386
O -1.974 -0.678 4.350 -0.0407
O 4.349 -0.430 -0.380 -0.0152
O -1.411 -1.257 0.921 -0.1020
O -0.054 4.450 2.525 -0.0448
O -0.370 -2.209 -1.270 -0.0424
O 3.589 2.326 0.626 0.0001
H -1.833 3.428 -2.694 0.0709
H 4.017 2.214 -0.222 0.0596
H 0.131 5.389 2.480 0.0481
H -2.549 -1.041 3.677 -0.0210
H -4.401 -0.393 1.739 0.0760
H -1.326 -3.643 2.933 0.0818
H 1.689 -0.831 4.180 0.0848
H 0.195 4.115 1.664 -0.0238
H 1.954 1.642 0.120 0.0425
H -1.181 0.593 -2.954 0.1073
H 1.299 -3.882 -0.343 0.0718
H 0.647 0.522 2.891 0.0246
H 0.681 2.304 -0.362 0.0362
H -3.190 -4.237 -1.798 0.0884
H -3.924 2.213 2.048 0.0765
H 4.921 -1.194 -0.457 0.0754
H -3.502 -0.472 -1.879 0.0705
H 3.488 -0.938 -4.439 0.0620
H -2.211 -4.256 -2.952 0.0876
H -3.816 -1.788 1.665 0.0694
H 2.711 -0.697 -1.198 0.0197
H -2.569 -0.349 5.024 0.0530
H 1.441 -2.046 0.609 0.0111
H -0.676 1.255 2.958 0.0486
H 1.647 -0.905 1.582 0.0455
H 0.042 -3.955 2.363 0.0717
H 2.778 1.423 -3.675 0.0573
H 0.445 4.339 -0.998 0.0827
H 1.738 1.927 -4.653 0.0743
H 3.003 -1.169 3.508 0.0792
H 0.289 0.937 -2.843 0.0441
H -3.189 2.805 -2.441 0.0760
H 4.750 0.103 0.307 0.0463
H -2.129 -1.030 1.513 0.0239
H -0.720 4.639 -0.080 0.0848
H 2.800 -3.881 -0.150 0.1043
H 2.038 -0.788 -2.551 0.0245
H 2.300 -1.445 -5.228 0.0706
H -1.828 1.592 0.769 0.0296
H -1.028 -2.047 1.301 0.0086
H -1.096 -2.688 -1.671 0.0433
H -2.057 1.740 -0.720 0.0332
H -3.043 -1.915 -1.868 0.0124
H 4.190 1.924 1.253 0.0636
H -2.523 2.468 2.561 0.0615
H 0.397 -2.759 -1.431 0.0653
```

Values from the calculation:
- total charge = +3
- multiplicity = 4
- energy above the lowest of the compared OMol25 structures with the same formula, charge and spin (eV) = 1.099
- E_HOMO (alpha / beta) (eV) = -17.6 / -17.6
- Kohn-Sham gap (alpha / beta) (eV) = 7.54 / 8.93
- DFT total energy (hartree) = -2801.7688
- LUMO (alpha / beta) (eV) = -10.02 / -8.63

***

No. 4
Here is a molecular structure, C11H11F6N3O9OsS2 from the Open Molecules 2025 dataset. Energies are from ωB97M-V with the def2-TZVPD basis set.

Structure (XYZ):
```
43
Properties=species:S:1:pos:R:3:lowdin_charge:R:1
Os -0.597 0.724 -0.079 1.9252
S -0.691 -0.555 2.916 0.7045
S -2.393 -1.747 1.224 0.7373
F 0.277 0.465 5.068 0.1970
F -1.801 0.971 4.697 0.1867
F -4.897 -1.982 1.867 0.2219
F -1.275 -1.013 5.403 0.2147
F -4.488 -1.867 -0.261 0.1913
F -4.368 -0.080 0.964 0.1630
O 0.357 -1.507 2.761 -0.2119
O -2.097 -3.113 1.028 -0.1650
O 0.506 2.199 -0.431 -0.1989
O 2.488 3.258 -0.417 0.2381
O 1.539 0.002 0.495 -0.2549
O 1.734 -2.141 -2.302 0.2544
O -1.757 -0.871 0.118 -0.4961
O -0.468 0.737 2.175 -0.4244
O 0.265 -0.584 -1.669 -0.0158
N -2.807 1.191 -2.300 0.1945
N -2.152 -1.067 2.597 -0.2640
N -2.191 1.970 -0.178 -0.0872
C -4.064 2.951 -1.287 0.0262
C -4.196 -1.397 0.935 -0.6884
C 2.321 1.182 0.787 -0.0262
C 1.301 -1.235 -1.494 -0.4251
C 1.849 2.324 -0.094 -0.4658
C -3.406 3.723 0.894 -0.0097
C -0.896 0.011 4.682 -0.6916
C -3.007 2.023 -1.265 -0.3309
C -4.259 3.788 -0.229 0.0166
C -2.399 2.821 0.890 -0.0887
C 2.159 -1.016 -0.285 -0.0194
H -4.707 2.982 -2.156 0.1375
H -3.539 4.373 1.746 0.1327
H -3.393 1.270 -3.116 0.1385
H 3.165 -0.734 -0.601 0.1718
H 2.220 -1.941 0.294 0.1758
H -1.716 2.724 1.719 0.1120
H 3.383 1.005 0.640 0.1598
H 2.129 1.442 1.828 0.1559
H 1.156 -2.274 -3.074 0.1850
H -2.070 0.509 -2.348 0.0849
H -5.070 4.503 -0.252 0.1388
```

Values from the calculation:
- total charge = +2
- multiplicity = 5
- E_HOMO (alpha / beta) (eV) = -15.8 / -15.8
- Kohn-Sham gap (alpha / beta) (eV) = 8.41 / 6.11
- DFT total energy (hartree) = -2752.7674
- LUMO (alpha / beta) (eV) = -7.37 / -9.65

***

No. 5
Here is a single C6H7N molecule from the Open Molecules 2025 dataset. Energies are from ωB97M-V with the def2-TZVPD basis set.

Structure (XYZ):
```
14
Properties=species:S:1:pos:R:3:lowdin_charge:R:1
N 2.827 1.322 0.993 0.1437
C 1.883 1.159 0.345 -0.2274
C -2.761 0.526 -0.029 0.1110
C -1.651 0.044 -0.150 -0.1083
C -0.254 -0.158 0.262 -0.3850
C 0.661 0.904 -0.431 -0.1415
C 0.424 -1.538 0.284 -0.0597
H -0.275 -2.284 0.670 0.0813
H 0.132 1.850 -0.600 0.1222
H -0.459 0.058 1.313 0.1447
H 1.269 -1.463 0.986 0.0823
H 0.974 0.569 -1.435 0.1290
H -3.693 0.781 -0.472 0.0231
H 0.828 -1.880 -0.681 0.0846
```

Values from the calculation:
- SMILES = C#C[C@@H](C)CC#N
- energy above the lowest of the compared OMol25 structures with the same formula, charge and spin (eV) = 2.797
- E_HOMO (eV) = -10.4
- Kohn-Sham gap (eV) = 10.95
- DFT total energy (hartree) = -287.4844
- LUMO (eV) = 0.57